No. 1
C9H12O4PS | ωB97M-V with the def2-TZVPD basis set

Output
LUMO (eV): 2.77
Largest force on an atom (eV/Å): 4.0
Structure (SMILES): CCO/C=C/C1=C[C@H]([P@]([O-])(O)=S)OC=C1
HOMO energy (eV): -3.93
Total charge: -1
Molar mass (g/mol): 247.23
Orbital gap (eV): 6.7

Each line ends with the Mulliken charge.
Geometry (Å):
C  4.76591  1.50199  0.84140  -1.2145
C  4.17290  0.33961  0.04847  -0.1173
O  2.95115  0.59104  -0.64812  -0.3143
C  1.81548  -0.08268  -0.25274  -0.2814
C  0.66552  0.38737  -0.61841  -0.5146
C  -0.63837  -0.19414  -0.53875  1.3471
C  -1.74584  0.36552  -0.99364  -0.6430
C  -3.02328  -0.33588  -0.91417  -0.1107
P  -4.15978  0.47457  0.45170  0.6129
O  -3.51486  0.33325  1.77418  -0.7004
O  -5.47853  -0.60124  0.48879  -0.5301
S  -4.61201  2.21026  -0.33768  -0.5766
O  -2.93646  -1.72355  -0.51902  -0.4487
C  -1.87199  -2.19405  0.10122  -0.3996
C  -0.77643  -1.45860  0.17381  -0.4778
H  4.61066  2.47614  0.29335  0.2727
H  4.23246  1.66577  1.70912  0.3680
H  5.82809  1.34196  0.89116  0.3835
H  4.11023  -0.62746  0.62449  0.2966
H  4.97814  0.38490  -0.81313  0.1744
H  1.97028  -1.05992  0.24118  0.1150
H  0.84982  1.30416  -1.12958  0.3104
H  -1.75618  1.38713  -1.53859  0.2080
H  -3.52717  -0.38109  -1.79396  0.5191
H  -4.97730  -1.19770  1.05206  0.3252
H  -2.09314  -3.12846  0.63230  0.3995
H  0.16071  -1.77893  0.77457  -0.0035

=====

No. 2
C2H11N4 | ωB97M-V with the def2-TZVPD basis set

Output
LUMO (spin up / spin down) (eV): -4.57 / -3.03
Largest force on an atom (eV/Å): 4.4
HOMO energy (spin up / spin down) (eV): -11.20 / -12.54
Total charge: +1
Molar mass (g/mol): 91.14
Orbital gap (spin up / spin down) (eV): 6.6 / 9.5

Each line ends with the Mulliken charge.
Geometry (Å):
C  0.16223  -1.61574  -0.03996  -0.8934
C  -0.20619  -0.22650  -0.06710  0.3973
N  0.45870  0.84118  -0.01409  -0.2408
N  -3.64505  0.26031  0.38304  -0.1217
N  -2.69922  0.75072  -0.33856  -0.3022
N  3.34578  0.79123  0.04312  -0.8645
H  -0.60922  -2.15604  -0.62759  0.2530
H  0.34086  -1.95153  1.11096  0.2870
H  1.08233  -1.90478  -0.46922  0.3655
H  1.60709  0.71361  -0.05050  0.3794
H  0.17732  1.78389  -0.16379  0.2446
H  -4.04710  -0.58190  0.10919  0.2339
H  -3.80994  0.82123  1.21323  0.2597
H  -2.68993  0.15025  -1.15000  0.2254
H  3.36124  0.96622  1.01112  0.2594
H  3.60772  -0.11607  -0.29874  0.2597
H  3.56340  1.47394  -0.65111  0.2579

=====

No. 3
C48H41IrN5O7PS | ωB97M-V with the def2-TZVPD basis set

Output
LUMO (spin up / spin down) (eV): -5.26 / -10.14
Largest force on an atom (eV/Å): 2.5
HOMO energy (spin up / spin down) (eV): -11.36 / -12.58
⟨S²⟩: 6.0253
Total charge: +2
Molar mass (g/mol): 1055.14
Orbital gap (spin up / spin down) (eV): 6.1 / 2.4
Spin multiplicity: 5

Each line ends with the Löwdin spin population.
Geometry (Å):
Ir  0.90280  -0.62014  0.70772  2.2624
C  -0.34160  5.37729  -0.30835  0.0274
O  0.25588  4.83044  0.89675  0.0101
C  0.22468  3.48916  0.71238  0.0065
N  -0.16815  3.02151  -0.38606  0.0112
C  -0.30599  4.19661  -1.28159  0.0422
C  -1.45396  4.21243  -2.25050  0.2284
C  -1.37599  5.10001  -3.31960  0.0520
C  -2.41655  5.19825  -4.23078  0.0806
C  -3.54536  4.40178  -4.08659  0.2289
C  -3.62692  3.51455  -3.02409  0.0189
C  -2.58512  3.42307  -2.10787  0.1333
C  0.84459  2.76269  1.86117  0.0100
C  0.93067  3.48672  3.05367  0.0035
C  1.72819  3.04877  4.09005  0.0041
C  2.48534  1.91408  3.88336  0.0020
C  2.31521  1.23061  2.69664  0.0086
N  1.47187  1.57680  1.69986  0.0611
C  3.13510  0.01519  2.46300  0.0217
N  2.85416  -0.90265  1.62031  0.0737
C  3.97178  -1.89455  1.61942  0.0071
C  4.79884  -1.41899  2.84030  0.0032
O  4.20915  -0.11963  3.20097  0.0127
C  4.76624  -1.86612  0.33887  0.0007
C  5.19434  -0.65193  -0.19628  0.0001
C  5.97684  -0.63128  -1.33634  0.0002
C  6.34404  -1.82701  -1.94332  -0.0001
C  5.92621  -3.03403  -1.40619  0.0001
C  5.13352  -3.05249  -0.26633  -0.0001
H  0.24583  6.23345  -0.62394  -0.0001
H  -1.36000  5.68853  -0.07790  0.0008
H  0.62008  4.21232  -1.86207  0.0157
H  -0.49026  5.71487  -3.44999  -0.0005
H  -2.34381  5.89329  -5.05763  0.0011
H  -4.35766  4.47689  -4.79750  0.0091
H  -4.50644  2.89487  -2.90145  -0.0022
H  -2.66221  2.72942  -1.27432  0.0031
H  0.39258  4.41843  3.12935  0.0006
H  1.79694  3.60697  5.01477  0.0002
H  3.20772  1.56029  4.60484  0.0002
H  3.55514  -2.88445  1.78794  0.0002
H  5.83874  -1.24365  2.59122  0.0004
H  4.72121  -2.06668  3.70959  0.0003
H  4.91751  0.28813  0.27464  0.0001
H  6.30553  0.31267  -1.75150  0.0000
H  6.96011  -1.81405  -2.83282  0.0000
H  6.20608  -3.96656  -1.87852  0.0000
H  4.79889  -3.99901  0.14403  0.0000
O  2.52772  -3.79860  -1.46522  0.0181
S  1.59710  -2.75723  -1.21324  0.0157
O  2.10460  -1.35668  -1.28887  0.0951
O  0.89910  -2.84236  0.12254  0.0919
C  0.29502  -2.82813  -2.37323  0.0014
C  0.20635  -3.89868  -3.24727  0.0016
C  -0.88415  -3.97884  -4.09893  0.0016
C  -1.87304  -3.00744  -4.04912  0.0014
C  -1.77311  -1.94320  -3.16461  0.0045
C  -0.67311  -1.82845  -2.31818  0.0103
P  -0.50081  -0.32314  -1.27837  0.0825
C  0.05066  0.86999  -2.53762  0.0355
C  -0.59760  1.02052  -3.75908  0.0525
C  -0.00684  1.76784  -4.76534  0.0143
C  1.23741  2.34721  -4.56578  0.0087
C  1.88240  2.20552  -3.34315  0.0271
C  1.28695  1.47634  -2.32913  0.0033
C  -2.07407  -0.32507  -0.35426  0.0184
C  -2.49459  0.76149  0.42077  0.0187
C  -3.63957  0.67576  1.19421  -0.0024
C  -4.36959  -0.50639  1.23198  0.0210
C  -3.92268  -1.61449  0.52201  -0.0018
C  -2.77786  -1.53636  -0.25418  0.0168
H  0.98524  -4.64953  -3.24678  0.0001
H  -0.96959  -4.80549  -4.79117  0.0000
H  -2.73296  -3.07804  -4.70257  0.0001
H  -2.56628  -1.20636  -3.13244  0.0004
H  -1.57095  0.58699  -3.93552  0.0013
H  -0.52121  1.88932  -5.70890  0.0004
H  1.70915  2.90359  -5.36528  0.0001
H  2.85116  2.66050  -3.18126  0.0006
H  1.79479  1.36991  -1.37820  0.0026
H  -1.93439  1.68413  0.39667  0.0003
H  -3.96831  1.53845  1.76034  -0.0006
H  -5.28147  -0.56155  1.81382  0.0013
H  -4.46824  -2.54970  0.56154  -0.0005
H  -2.44106  -2.42450  -0.76890  0.0006
O  -4.63016  -3.25068  5.58970  0.0000
C  -4.64515  -3.59810  4.22309  0.0003
N  -3.56428  -4.45192  3.79896  0.0002
C  -2.29603  -4.10363  3.43720  0.0001
O  -1.49557  -4.91557  3.02668  -0.0004
C  -1.86423  -2.65417  3.51238  0.0017
C  -2.22261  -1.73553  4.48693  0.0074
C  -1.66166  -0.46278  4.44937  0.0011
C  -0.77333  -0.15001  3.45183  0.0111
N  -0.40388  -1.04399  2.51741  0.0776
C  -0.93340  -2.27579  2.55439  0.0161
H  -4.77640  -4.03285  6.13444  0.0000
H  -4.58783  -2.65534  3.68315  0.0002
H  -5.57645  -4.09176  3.95107  0.0000
H  -3.71675  -5.45043  3.78701  0.0000
H  -2.91104  -2.00554  5.27880  0.0004
H  -1.90775  0.27665  5.19895  0.0003
H  -0.31874  0.83083  3.39676  0.0005
H  -0.59670  -3.00359  1.82530  0.0010